43
Properties=species:S:1:pos:R:3:forces:R:3 method="wB97M-V/def2-TZVPD" total_energy_ev=-42749.9758 lumo_ev=-0.620 e_homo_ha=-0.31159 relative_energy_kj_mol=219.4 gap_ev=7.9
O -1.327 3.539 0.515 0.191 0.124 -0.483
C -0.482 2.386 0.696 0.502 1.371 1.076
C -1.370 1.254 1.254 -0.286 0.026 -0.519
O -0.509 0.172 1.558 1.519 -2.336 -0.443
N -0.922 -1.132 1.165 1.112 -0.506 -0.862
C 0.023 -1.975 0.786 -1.275 3.887 1.289
Cl 1.722 -1.497 0.683 -1.067 -0.345 0.103
C -0.288 -3.339 0.427 1.266 -3.199 -0.185
N 0.686 -4.208 0.159 -1.603 2.230 0.482
C 0.026 -5.382 -0.054 -0.081 -0.869 -0.033
C 0.598 -6.619 -0.332 0.134 -1.571 -0.731
C -0.262 -7.723 -0.558 0.519 1.075 0.551
C -1.671 -7.575 -0.438 1.574 0.540 -0.088
C -2.194 -6.315 -0.191 -1.151 0.892 0.952
C -1.360 -5.220 0.078 1.616 -0.854 -0.438
O -1.554 -3.912 0.456 0.176 0.791 -0.459
C 0.674 2.789 1.674 -0.670 1.308 -0.243
N 1.530 3.939 1.252 -0.009 -0.142 0.659
C 2.197 3.814 -0.042 -0.059 -1.854 1.106
C 3.404 4.701 -0.167 -0.404 0.464 -0.076
C 2.987 6.147 0.106 0.367 0.606 -0.420
C 2.379 6.260 1.496 -0.155 -1.860 -0.126
F 2.012 7.543 1.806 -0.161 0.472 -0.052
C 1.134 5.328 1.575 0.777 -0.580 -0.535
H -0.830 4.318 0.164 -0.346 -1.282 0.460
H -0.034 2.065 -0.240 -0.056 -0.145 -0.358
H -2.101 0.952 0.493 0.016 0.154 0.290
H -1.856 1.546 2.186 -0.178 0.236 -0.156
H 1.709 -6.763 -0.411 -1.312 0.369 0.106
H 0.218 -8.675 -0.784 -0.410 0.116 0.099
H -2.306 -8.448 -0.488 -0.140 0.151 -0.250
H -3.264 -6.182 -0.088 -0.047 -0.092 -0.039
H 1.276 1.930 1.860 0.767 -0.657 -0.076
H 0.238 3.050 2.652 -0.040 0.065 -0.337
H 2.525 2.751 -0.147 -0.333 0.631 0.065
H 1.462 3.989 -0.811 -0.195 0.328 -0.994
H 4.176 4.435 0.557 -0.049 -0.276 -0.012
H 3.813 4.570 -1.174 0.048 0.250 0.147
H 2.224 6.473 -0.634 0.439 -0.070 0.323
H 3.889 6.775 -0.006 -0.518 0.087 0.155
H 3.083 5.896 2.265 -0.061 0.285 -0.221
H 0.726 5.381 2.567 -0.231 -0.133 0.528
H 0.377 5.716 0.890 -0.185 0.312 -0.255



39
Properties=species:S:1:pos:R:3:forces:R:3 method="wB97M-V/def2-TZVPD" total_energy_ev=-34450.9302 lumo_ev=0.351 e_homo_ha=-0.31202 relative_energy_kj_mol=0.0 gap_ev=8.8
C -5.987 -0.827 -0.616 0.021 0.002 0.007
C -4.992 0.240 -0.293 -0.160 0.239 0.001
C -5.337 1.564 -0.187 -0.027 -0.334 -0.047
C -4.386 2.549 0.115 0.315 0.161 0.079
C -3.074 2.217 0.314 -0.142 0.157 -0.007
C -2.669 0.872 0.215 -0.283 -0.337 -0.097
C -1.336 0.451 0.403 -0.010 -0.341 -0.061
C -0.997 -0.873 0.291 0.001 0.306 0.044
C 0.405 -1.372 0.478 0.141 -0.085 -0.003
N 1.365 -0.288 0.508 -0.053 0.140 -0.177
C 2.717 -0.734 0.773 0.178 0.317 -0.071
C 3.684 0.429 0.527 -0.137 -0.336 0.547
C 5.145 0.053 0.805 -0.150 0.092 -0.163
C 5.650 -0.354 -0.578 -0.182 0.110 -0.078
C 4.867 0.603 -1.474 0.388 0.020 -0.244
O 3.616 0.812 -0.845 -0.263 -0.018 0.036
C -2.057 -1.762 -0.002 -0.521 0.421 -0.054
Cl -1.727 -3.454 -0.129 0.188 -0.445 0.002
N -3.293 -1.423 -0.183 0.155 -0.500 -0.041
C -3.637 -0.122 -0.089 0.374 0.627 0.160
H -5.709 -1.321 -1.544 -0.054 -0.105 -0.049
H -5.981 -1.585 0.165 -0.068 -0.108 -0.004
H -6.986 -0.412 -0.713 -0.063 0.026 -0.009
H -6.365 1.859 -0.339 -0.105 -0.017 -0.020
H -4.702 3.579 0.190 0.009 0.088 0.013
H -2.335 2.970 0.546 0.057 0.099 0.024
H -0.573 1.175 0.645 0.092 0.061 0.023
H 0.627 -2.120 -0.305 -0.006 0.111 0.185
H 0.463 -1.896 1.441 0.009 -0.072 -0.123
H 1.365 0.200 -0.385 -0.023 -0.071 0.034
H 3.010 -1.587 0.135 0.041 0.033 0.076
H 2.778 -1.050 1.820 0.084 -0.008 -0.044
H 3.352 1.282 1.132 0.053 -0.096 -0.050
H 5.695 0.922 1.165 0.014 -0.015 0.049
H 5.226 -0.745 1.540 0.026 -0.004 0.083
H 5.377 -1.387 -0.795 0.033 -0.023 -0.028
H 6.725 -0.241 -0.692 0.046 -0.039 -0.025
H 5.392 1.565 -1.563 -0.031 -0.108 -0.034
H 4.685 0.210 -2.477 0.054 0.053 0.066



41
Properties=species:S:1:pos:R:3:forces:R:3 method="wB97M-V/def2-TZVPD" total_energy_ev=-47333.1178 lumo_ev=0.663 e_homo_ha=-0.28554 relative_energy_kj_mol=107.7 gap_ev=8.4
C -1.060 -2.101 2.960 -0.068 -0.061 0.218
O -0.383 -1.814 1.763 0.043 0.062 -0.524
C -1.119 -1.735 0.604 0.075 -0.022 -0.113
C -2.480 -1.963 0.511 0.129 -0.030 0.228
C -3.123 -1.850 -0.714 -0.040 -0.009 -0.146
C -2.410 -1.516 -1.847 -0.160 -0.059 0.108
C -1.046 -1.287 -1.769 0.090 -0.007 -0.037
C -0.392 -1.387 -0.551 -0.163 -0.115 0.026
N 0.970 -1.131 -0.382 -0.063 -0.338 0.339
C 1.866 -0.668 -1.284 0.333 0.010 0.266
O 1.675 -0.532 -2.472 -0.066 0.065 -0.349
C 3.221 -0.362 -0.632 0.036 -0.100 -0.071
C 3.863 -1.696 -0.244 0.055 0.238 -0.085
N 3.012 0.523 0.511 0.148 -0.080 -0.041
C 4.228 0.786 1.255 0.028 -0.061 0.000
C 2.329 1.755 0.106 -0.046 0.043 0.065
C 0.865 1.688 0.416 -0.454 0.330 -0.150
C 0.284 1.401 1.612 0.233 0.151 -0.265
C -1.126 1.408 1.570 -0.264 0.118 -0.277
C -1.598 1.702 0.330 0.411 0.095 -0.112
Cl -3.235 1.786 -0.148 -0.199 0.063 -0.067
S -0.324 1.984 -0.810 -0.124 -0.087 0.675
H -1.829 -1.353 3.177 0.004 -0.018 -0.024
H -1.518 -3.095 2.936 0.002 0.054 -0.013
H -0.302 -2.075 3.742 -0.088 -0.018 -0.006
H -3.056 -2.225 1.385 -0.007 -0.018 0.113
H -4.187 -2.025 -0.769 -0.091 -0.012 -0.002
H -2.911 -1.427 -2.799 -0.041 0.010 -0.092
H -0.480 -1.015 -2.644 0.040 0.000 -0.015
H 1.269 -1.140 0.585 0.068 0.149 -0.123
H 3.846 0.121 -1.405 -0.222 -0.048 0.058
H 3.763 -2.392 -1.073 0.026 -0.071 -0.039
H 3.371 -2.119 0.628 -0.032 -0.074 0.100
H 4.923 -1.576 -0.031 0.077 -0.027 0.044
H 3.998 1.463 2.077 0.055 0.014 0.027
H 4.600 -0.142 1.681 0.094 0.017 0.043
H 5.020 1.236 0.638 0.057 0.026 0.009
H 2.760 2.599 0.655 0.010 -0.090 -0.116
H 2.462 1.958 -0.965 0.133 0.041 0.053
H 0.850 1.179 2.499 0.169 -0.083 0.173
H -1.761 1.212 2.414 -0.188 -0.056 0.124



41
Properties=species:S:1:pos:R:3:forces:R:3 method="wB97M-V/def2-TZVPD" total_energy_ev=-38542.4900 lumo_ev=0.685 e_homo_ha=-0.30791 relative_energy_kj_mol=495.6 gap_ev=9.1
C -3.799 1.096 -3.164 -1.562 1.487 0.113
O -3.258 2.160 -2.227 1.359 -0.170 -2.007
C -1.883 2.359 -2.325 2.073 -3.836 1.563
O -1.100 1.456 -2.692 -2.405 2.616 -0.035
C -1.310 3.547 -1.469 -1.800 -1.410 1.621
N -0.477 3.121 -0.275 -1.855 -0.366 -1.330
C -1.060 2.875 0.969 -1.238 2.418 1.032
O -2.030 3.556 1.263 -0.526 -0.781 -0.151
C -0.497 1.971 2.104 -0.265 -0.755 -3.237
C -1.451 1.390 3.081 -2.927 0.523 -0.868
C 0.261 0.890 1.452 2.266 -0.864 -0.216
C 1.666 0.810 1.662 -0.511 -0.220 0.841
C 2.310 -0.370 1.339 -1.036 -1.018 -1.459
C 1.609 -1.406 0.605 1.526 1.402 -0.771
N 2.435 -2.517 0.228 -0.999 0.928 0.832
C 2.896 -2.754 -1.187 0.762 -0.265 2.798
C 2.702 -4.220 -1.276 -0.892 -1.020 0.647
C 2.181 -4.737 -0.144 -0.607 -2.102 -1.736
C 2.085 -3.743 0.978 -0.471 -0.088 -2.805
C 0.282 -1.190 0.164 1.479 -0.459 1.702
Cl -0.452 -2.543 -0.699 -0.117 1.083 0.210
C -0.383 -0.076 0.702 -0.783 -0.805 -0.983
H -3.267 0.156 -3.034 0.139 0.226 -0.067
H -3.789 1.471 -4.269 0.184 -0.638 2.160
H -4.900 0.980 -2.812 2.021 0.249 -0.681
H -0.815 4.224 -2.105 0.942 0.701 -0.586
H -2.228 4.008 -1.120 0.243 0.504 0.463
H 0.493 3.103 -0.414 1.229 -0.714 -0.163
H 0.124 2.543 2.706 1.640 1.413 0.674
H -1.063 0.563 3.572 1.171 -1.510 0.874
H -1.666 2.125 3.797 -0.479 0.991 1.170
H -2.445 1.056 2.718 0.619 0.290 -0.344
H 2.177 1.618 2.236 -0.428 -0.735 -0.560
H 3.361 -0.608 1.508 -0.308 0.372 0.151
H 3.964 -2.496 -1.136 -0.139 0.175 -0.785
H 2.358 -2.171 -1.902 -0.373 0.370 -0.565
H 2.873 -4.798 -2.176 -0.116 0.118 0.020
H 1.667 -5.780 -0.193 1.420 1.795 0.619
H 2.832 -3.910 1.711 0.355 -0.366 1.179
H 1.052 -3.748 1.332 0.158 0.256 0.503
H -1.455 -0.013 0.492 0.250 0.202 0.176